1.
A structure of composition C27H16Cl3N3O4PdS2Si in a non-equilibrium geometry. Source: the Open Molecules 2025 dataset; level of theory: ωB97M-V/def2-TZVPD.

Cartesian coordinates (Å):
Pd: 0.3213 -0.0484 0.0207
O: -1.6752 1.1133 -1.1196
C: -2.3157 0.4511 -1.9304
C: -1.8032 -0.4640 -2.9162
C: -2.6131 -0.7890 -4.0042
C: -2.1240 -1.5145 -5.0824
C: -0.7715 -1.9167 -5.0853
C: 0.0190 -1.6776 -4.0106
C: -0.4620 -0.9921 -2.8450
O: 0.3180 -0.9255 -1.8539
N: -2.9383 -1.8176 -6.1759
O: -2.4445 -2.4318 -7.1404
O: -4.1312 -1.4622 -6.1549
H: -3.4137 0.6063 -1.9886
H: -3.6331 -0.4314 -4.0429
H: -0.4002 -2.4190 -5.9657
H: 1.0546 -1.9923 -3.9895
S: 3.7635 0.3907 -4.5561
C: 5.1383 0.4479 -5.6077
C: 6.2438 0.9094 -4.9628
C: 6.0126 1.2168 -3.6127
C: 4.7098 0.9948 -3.1991
C: 4.1195 1.1322 -1.9114
C: 2.7346 0.9244 -1.7466
N: 2.1094 0.9301 -0.6004
C: 2.8269 1.1808 0.5570
C: 4.2399 1.4354 0.4926
C: 4.9033 1.6387 1.7467
C: 4.2297 1.6584 2.9171
C: 2.8116 1.4486 2.9935
C: 2.0880 1.4672 4.1572
C: 0.6858 1.1923 4.1293
C: 0.1256 0.8543 2.8925
N: 0.7957 0.8060 1.7594
C: 2.1450 1.1501 1.7603
C: -0.1025 1.1700 5.3123
C: -1.4365 0.8576 5.4920
C: -1.8529 0.9016 6.8291
C: -0.8652 1.2538 7.6959
S: 0.6281 1.5386 6.8671
C: 4.8679 1.4009 -0.7298
H: 5.0278 0.1431 -6.6300
H: 7.2007 1.0188 -5.4515
H: 6.7782 1.5956 -2.9578
H: 2.1330 0.7386 -2.6320
H: 5.9796 1.7649 1.7403
H: 4.7588 1.8143 3.8488
H: 2.5686 1.6657 5.1051
H: -0.9273 0.6088 2.8383
H: -2.0896 0.5864 4.6839
H: -2.8551 0.6714 7.1510
H: -0.8994 1.3655 8.7615
H: 5.9364 1.5494 -0.7997
Cl: -2.8770 -1.2477 2.0059
Si: -1.1436 -1.6411 0.8418
Cl: -2.0267 -2.9828 -0.5564
Cl: -0.1867 -3.0278 2.1574

Results
**LUMO level (spin up / spin down)**: 3.83 / 3.83 eV
**Highest occupied orbital energy (spin up / spin down)**: 0.30 / 0.24 eV
**Orbital gap (spin up / spin down)**: 3.5345 / 3.5936 eV
**Net charge**: -2
**Molecular weight**: 751.4 g/mol
**Electronic energy**: -4098.2220 hartree



2.
A cluster of 2 separate species, C15H10N5O6 in total in a non-equilibrium geometry. Source: the Open Molecules 2025 dataset; level of theory: ωB97M-V/def2-TZVPD.

Cartesian coordinates (Å):
N: 2.5881 -1.1899 6.2243
C: 2.0149 -0.9665 5.2313
C: 1.2804 -0.6983 4.0423
C: 0.6238 0.4981 3.7189
C: -0.0032 0.6685 2.4619
N: -0.5295 1.9656 2.1482
O: -0.4339 2.8758 3.0006
O: -1.0753 2.1669 1.0342
C: -0.0074 -0.3585 1.4753
C: 0.4685 -1.6015 1.9010
N: 0.6190 -2.8178 1.1987
O: 0.2076 -3.2420 0.1362
O: 1.5070 -3.6030 2.0147
N: 1.8273 -2.9472 3.1991
C: 1.1622 -1.7759 3.1100
H: 0.6572 1.3374 4.4086
H: -0.6662 -0.3312 0.6081
C: -2.7765 0.5421 -4.6620
C: -1.7070 0.5943 -3.6094
C: -1.2690 -0.5858 -3.0029
C: -0.3506 -0.5533 -1.9604
C: 0.1374 0.6774 -1.4765
C: 0.9312 0.7192 -0.2563
N: 2.1317 -0.0450 -0.2486
O: 3.0418 0.2165 0.5789
O: 2.2285 -0.9523 -1.1069
C: -0.2457 1.8642 -2.1432
C: -1.1432 1.8138 -3.2023
H: -2.8309 1.4917 -5.2092
H: -2.5855 -0.2671 -5.3822
H: -3.7654 0.3481 -4.2143
H: -1.6506 -1.5482 -3.3459
H: -0.0442 -1.4778 -1.4718
H: 0.9233 1.6524 0.2958
H: 0.1734 2.8023 -1.7742
H: -1.4392 2.7268 -3.7220

Results
**LUMO level**: 1.38 eV
**Highest occupied orbital energy**: -4.43 eV
**Orbital gap**: 5.8102 eV
**Net charge**: -1
**Molecular weight**: 356.3 g/mol
**Electronic energy**: -1302.5230 hartree